(1)
{
  "formula": "H16O8",
  "method": "wB97M-V/def2-TZVPD",
  "de_lowest_ev": 5.618,
  "charge": 0,
  "smiles": "O.O.O.O.O.O.O.O",
  "e_homo_ev": -10.26,
  "elements": ["O", "H", "H", "O", "H", "H", "O", "H", "H", "O", "H", "H", "O", "H", "H", "O", "H", "H", "O", "H", "H", "O", "H", "H"],
  "xyz": [[10.34657, -25.94142, 15.12723], [10.14146, -26.04291, 16.14007], [10.13620, -24.95922, 14.97436], [10.85923, -26.06964, 17.97410], [11.29287, -26.89043, 17.79764], [11.61037, -25.68578, 18.05443], [8.19079, -27.34401, 17.75547], [7.73804, -26.60696, 17.38285], [9.11043, -27.00808, 17.54737], [11.70828, -26.92636, 12.59105], [10.97106, -27.53629, 12.53076], [11.37212, -26.30938, 13.30180], [11.84952, -23.26188, 14.26081], [12.05634, -22.20391, 13.91309], [11.12117, -23.08703, 14.79329], [9.46646, -22.98987, 15.77659], [8.86082, -22.82090, 14.88847], [8.80920, -23.41362, 16.43703], [11.62311, -23.89239, 12.06056], [11.45525, -23.88521, 12.91836], [12.21181, -23.03254, 11.78549], [9.17521, -28.36958, 13.69906], [9.94637, -27.91437, 14.01304], [9.13590, -29.26765, 14.00982]],
  "lowdin_charge": [-0.110, 0.050, 0.045, 0.048, 0.077, -0.039, -0.052, 0.010, 0.010, -0.074, -0.002, 0.019, -0.090, 0.209, -0.059, -0.147, 0.162, 0.097, -0.087, -0.166, 0.127, -0.041, -0.023, 0.036]
}

---

(2)
{
  "formula": "H16O8",
  "method": "wB97M-V/def2-TZVPD",
  "de_lowest_ev": 16.099,
  "charge": 0,
  "e_homo_ev": -7.40,
  "elements": ["O", "H", "H", "O", "H", "H", "O", "H", "H", "O", "H", "H", "O", "H", "H", "O", "H", "H", "O", "H", "H", "O", "H", "H"],
  "xyz": [[-0.93014, 1.00033, -1.16902], [-1.64887, 0.79086, -1.76549], [-1.32697, 1.56149, -0.50280], [0.59499, -0.42545, -1.81407], [0.50340, -0.97165, -2.59478], [-0.30231, -0.18639, -1.58182], [0.20529, -0.09277, 0.26232], [0.07970, 0.48772, 1.01297], [-0.27659, 0.32800, -0.44971], [0.38907, 1.82509, -2.56882], [1.15565, 1.28633, -2.76456], [-0.08023, 1.33772, -1.89172], [2.08367, -0.64473, -0.39235], [1.16749, -0.36814, -0.41108], [2.04504, -1.59981, -0.34175], [-0.55958, 0.37632, 2.26394], [-0.34645, 1.15584, 2.77692], [-1.48295, 0.20956, 2.45315], [1.26126, -0.32973, 2.32451], [0.34473, -0.20878, 2.07637], [1.32087, 0.03455, 3.20767], [-1.28504, -2.22873, 0.63846], [-2.13662, -1.86586, 0.88214], [-0.77538, -1.47175, 0.34960]],
  "lowdin_charge": [0.121, 0.186, 0.188, -0.079, 0.120, -0.001, -0.082, 0.025, -0.126, -0.055, 0.042, -0.207, -0.094, -0.176, 0.034, 0.081, 0.150, 0.144, -0.039, -0.235, 0.039, -0.033, 0.019, -0.023]
}

---

(3)
{
  "formula": "H16O8",
  "method": "wB97M-V/def2-TZVPD",
  "de_lowest_ev": 6.690,
  "charge": 0,
  "smiles": "O.O.O.O.O.O.O.O",
  "e_homo_ev": -7.75,
  "elements": ["H", "H", "H", "H", "H", "H", "H", "H", "H", "H", "H", "H", "H", "H", "H", "H", "O", "O", "O", "O", "O", "O", "O", "O"],
  "xyz": [[0.08018, -0.34069, 0.84559], [0.26465, -0.78169, -0.59716], [-2.33720, -0.10340, -2.03608], [-3.10947, -0.23482, -3.33853], [0.63310, 3.83264, -3.11230], [0.06325, 2.88728, -2.06751], [2.59822, -3.38098, 0.62724], [2.26613, -4.07864, 1.93607], [2.99873, 2.62785, 0.41228], [2.69724, 4.10599, 0.59727], [-0.92088, 4.82192, -1.00565], [-1.71067, 3.58668, -0.60508], [-2.28701, -3.15938, 2.63738], [-1.05588, -3.49562, 3.46279], [-0.56988, -4.03114, 0.96979], [0.05969, -3.34175, 2.16913], [-0.16099, -0.10592, -0.05757], [-2.33108, 0.18529, -2.95565], [0.77711, 3.51843, -2.21257], [2.22945, -3.21846, 1.50279], [3.30012, 3.50396, 0.14663], [-1.48846, 4.13228, -1.36792], [-1.53864, -3.76571, 2.67350], [-0.45772, -3.16411, 1.37558]],
  "lowdin_charge": [0.025, 0.035, 0.021, 0.032, 0.040, 0.020, 0.047, 0.040, 0.029, 0.029, 0.044, 0.044, 0.076, 0.062, 0.067, 0.030, -0.064, -0.062, -0.079, -0.059, -0.062, -0.070, -0.111, -0.132]
}

---

(4)
{
  "formula": "H16O8",
  "method": "wB97M-V/def2-TZVPD",
  "de_lowest_ev": 2.069,
  "charge": 0,
  "smiles": "O.O.O.O.O.O.O.O",
  "e_homo_ev": -10.50,
  "elements": ["O", "H", "H", "O", "H", "H", "O", "H", "H", "O", "H", "H", "O", "H", "H", "O", "H", "H", "O", "H", "H", "O", "H", "H"],
  "xyz": [[-1.77780, 2.14219, 1.44386], [-1.03930, 2.39762, 2.00389], [-1.39365, 1.56265, 0.76404], [0.70366, 2.58300, -1.64494], [0.64840, 2.32003, -2.56990], [-0.16518, 2.95282, -1.44421], [-1.17593, -0.58246, 3.49983], [-1.33443, -0.86021, 2.58374], [-2.01594, -0.21302, 3.78760], [2.68358, 1.10820, 0.21990], [3.43821, 1.59948, 0.56112], [1.91879, 1.48251, 0.67054], [-1.97349, -2.40210, 1.25681], [-2.11716, -2.11699, 0.34804], [-2.77455, -2.87101, 1.51288], [-0.77930, -2.58741, -1.54275], [-1.62857, -2.83447, -1.92589], [-0.15715, -2.66000, -2.27572], [-0.52415, 0.27286, -0.40421], [-0.49437, -0.68302, -0.26121], [0.38222, 0.52615, -0.62543], [3.12268, -0.75505, -1.90520], [2.97921, 0.01530, -1.32695], [3.47418, -0.39708, -2.72585]],
  "lowdin_charge": [-0.076, 0.027, -0.018, -0.051, 0.049, 0.049, -0.076, -0.008, 0.030, -0.044, 0.063, 0.045, -0.040, 0.017, 0.055, -0.044, 0.049, 0.055, -0.056, 0.023, 0.012, -0.074, -0.015, 0.027]
}

---

(5)
{
  "formula": "H16O8",
  "method": "wB97M-V/def2-TZVPD",
  "de_lowest_ev": 2.343,
  "charge": 0,
  "smiles": "O.O.O.O.O.O.O.O",
  "e_homo_ev": -10.41,
  "elements": ["O", "H", "H", "O", "H", "H", "O", "H", "H", "O", "H", "H", "O", "H", "H", "O", "H", "H", "O", "H", "H", "O", "H", "H"],
  "xyz": [[-0.26779, -2.74371, 0.63429], [-0.10479, -3.21271, -0.19271], [0.00121, -1.80771, 0.54629], [-0.80279, -0.11271, 2.68429], [-0.80479, 0.32529, 3.54829], [-0.97479, -1.04371, 2.76229], [0.54421, 0.72929, -3.14371], [1.10121, 0.73929, -3.90971], [-0.12679, 0.11229, -3.40971], [-2.85179, 1.34929, 1.20929], [-2.46579, 0.80229, 1.84229], [-2.07579, 1.82929, 0.90029], [0.15921, -0.14571, -0.30571], [0.25821, 0.49629, 0.36729], [0.72121, 0.23329, -1.01071], [-2.17379, 0.78929, -1.47171], [-1.37979, 0.30229, -1.16471], [-2.76779, 0.83329, -0.73571], [1.86621, -0.85071, 2.01329], [0.99921, -0.54571, 2.28129], [2.52521, -0.62171, 2.63929], [2.88321, 0.71129, -1.65371], [2.12921, 0.93429, -2.20371], [3.60821, 0.89729, -2.22671]],
  "lowdin_charge": [-0.081, 0.036, -0.019, -0.026, 0.089, 0.064, -0.023, 0.053, 0.062, -0.027, -0.032, 0.046, -0.036, 0.034, 0.045, -0.081, -0.009, -0.018, -0.034, -0.029, 0.020, -0.037, -0.023, 0.024]
}

---

Number 1: Kohn-Sham gap 9.85 eV, E_tot -611.37614 a.u., lowest unoccupied orbital energy -0.4 eV. Number 2: Kohn-Sham gap 6.28 eV, E_tot -610.99097 a.u., lowest unoccupied orbital energy -1.1 eV. Number 3: Kohn-Sham gap 7.89 eV, E_tot -611.33674 a.u., lowest unoccupied orbital energy 0.1 eV. Number 4: Kohn-Sham gap 10.78 eV, E_tot -611.50658 a.u., lowest unoccupied orbital energy 0.3 eV. Number 5: Kohn-Sham gap 10.59 eV, E_tot -611.49650 a.u., lowest unoccupied orbital energy 0.2 eV.